# 1
A structure of composition C25H21GeMo. Source: the Open Molecules 2025 dataset; level of theory: ωB97M-V/def2-TZVPD.

Results
Orbital gap: 0.2377 Ha
Molecular weight: 489.99 g mol⁻¹
E_HOMO: -0.668 hartree
Relative energy (zero: lowest compared OMol25 entry of this formula, charge and spin): 4.87 kJ/mol

Geometry as ORCA input:
```
! RIJCOSX wB97M-V def2-TZVPD def2/J DEFGRID3
* xyz 3 1
Mo -1.54698 -0.85307 0.68514
C -1.29580 -3.16730 0.24245
C -2.68134 -2.89305 0.28877
C -3.24450 -2.02977 -0.68276
C -2.41297 -1.33959 -1.56309
C -1.00932 -1.56318 -1.55560
C -0.46582 -2.52587 -0.69812
H -0.86765 -3.88093 0.93337
H -3.31828 -3.41869 0.98663
H -4.31466 -1.86313 -0.69891
H -2.83480 -0.62927 -2.26352
H -0.36856 -1.03002 -2.24664
H 0.59584 -2.73649 -0.71921
C -0.06339 -1.01828 1.73531
Ge -1.83263 -0.40993 3.03977
C -1.76676 -0.29039 4.88728
C -1.07576 -1.24370 5.65554
C -1.09510 -1.12031 7.02882
C -1.78676 -0.06511 7.62357
C -2.46833 0.87836 6.85915
C -2.47154 0.77383 5.48227
C 1.12788 -1.39649 2.37927
C 2.22457 -0.50642 2.34075
C 3.41705 -0.87865 2.92527
C 3.52958 -2.12373 3.53855
C 2.45179 -3.01214 3.57905
C 1.25186 -2.65733 3.00676
C -2.84495 0.76089 1.79501
C -4.23325 0.91434 1.92296
C -4.88218 1.87741 1.15741
C -4.17941 2.62091 0.21563
C -2.80991 2.41860 0.01711
C -2.15248 1.51021 0.82755
H -0.53638 -2.05823 5.19043
H -0.57488 -1.84166 7.64389
H -1.79372 0.02155 8.70248
H -2.99457 1.69121 7.34038
H -2.99858 1.50782 4.88518
H 2.12833 0.45434 1.85151
H 4.26405 -0.20687 2.90130
H 4.47073 -2.41180 3.98910
H 2.56457 -3.97689 4.05469
H 0.40985 -3.33981 3.03053
H -4.80085 0.32002 2.63012
H -5.94602 2.03290 1.28206
H -4.70398 3.34953 -0.38969
H -2.27243 2.98041 -0.73567
H -1.04875 1.41234 0.72797
*
```



# 2
A structure of composition C25H21IN2OPPd. Source: the Open Molecules 2025 dataset; level of theory: ωB97M-V/def2-TZVPD.

Results
Orbital gap (spin up / spin down): 0.2777 / 0.1421 Ha
Molecular weight: 629.75 g mol⁻¹
E_HOMO (spin up / spin down): -0.590 / -0.614 hartree
Relative energy (zero: lowest compared OMol25 entry of this formula, charge and spin): 28.68 kJ/mol

Geometry as ORCA input:
```
! RIJCOSX wB97M-V def2-TZVPD def2/J DEFGRID3
* xyz 3 5
Pd 1.29536 0.90351 0.60910
C -1.70822 -4.75910 -2.08374
C -0.96933 -3.91297 -2.90130
C -0.50262 -2.70600 -2.40470
C -0.79164 -2.34466 -1.08876
C -1.53349 -3.19357 -0.26181
C -1.99447 -4.39570 -0.77334
P -0.26358 -0.72353 -0.48071
C -0.25359 -0.85131 1.34559
C -1.14097 -0.16601 2.19263
C -1.11521 -0.40939 3.55633
C -0.20636 -1.31597 4.09091
C 0.68452 -1.99808 3.25941
C 0.66717 -1.76750 1.89776
C -1.60259 0.45178 -0.86710
C -2.84169 0.03173 -1.34947
C -3.82023 0.96254 -1.67978
C -3.56344 2.31882 -1.54652
C -2.31859 2.76854 -1.07178
C -2.03081 4.14368 -0.96060
C -0.78187 4.58402 -0.51231
C 0.18934 3.66281 -0.15675
C -0.06249 2.28525 -0.22597
C -1.31664 1.82191 -0.71623
H -2.05454 -5.71004 -2.46536
H -0.75363 -4.19522 -3.92270
H 0.07875 -2.04808 -3.04010
H -1.75712 -2.91368 0.75972
H -2.58243 -5.04947 -0.14278
H -1.87138 0.51662 1.77759
H -1.82132 0.09047 4.20642
H -0.19256 -1.49800 5.15793
H 1.36165 -2.73008 3.67967
H 1.30982 -2.34288 1.23961
H -3.04721 -1.02426 -1.47050
H -4.77993 0.62563 -2.04797
H -4.31796 3.04958 -1.81301
H -2.79619 4.85817 -1.24074
H -0.58134 5.64509 -0.44213
H 1.14357 4.03418 0.19534
I 6.90370 2.80953 -1.92718
C 5.38664 1.63106 -1.21256
C 5.41600 0.23559 -1.10001
N 4.24722 -0.10320 -0.58522
N 3.43807 0.96758 -0.34609
C 4.11275 2.02751 -0.72032
H 6.18783 -0.47479 -1.35724
H 3.93446 -1.04073 -0.37758
H 3.70207 3.02103 -0.64507
O 1.69542 1.32896 2.95113
H 2.04394 2.15400 3.30777
H 1.57516 0.74467 3.71053
*
```



# 3
A structure of composition C25H21IrN6O5S. Source: the Open Molecules 2025 dataset; level of theory: ωB97M-V/def2-TZVPD.

Results
Orbital gap (spin up / spin down): 0.2446 / 0.1842 Ha
Molecular weight: 709.76 g mol⁻¹
E_HOMO (spin up / spin down): -0.393 / -0.393 hartree
Relative energy (zero: lowest compared OMol25 entry of this formula, charge and spin): 0.00 kJ/mol

Geometry as ORCA input:
```
! RIJCOSX wB97M-V def2-TZVPD def2/J DEFGRID3
* xyz 1 2
Ir 1.60317 -0.07875 -0.57934
C 4.28060 0.60939 2.82624
O 3.77724 -0.45615 3.65966
C 2.79048 -1.26202 3.35758
C 2.36998 -2.10422 4.40403
C 1.30204 -2.93028 4.23037
C 0.59422 -2.93734 3.00490
C 0.95911 -2.14722 1.94488
C 0.11633 -2.21579 0.76681
N 0.28598 -1.52958 -0.30419
N -0.62051 -1.70654 -1.32970
C -0.41610 -0.83402 -2.27549
O 0.55826 0.04166 -2.27253
C -1.34582 -0.79804 -3.42065
C -1.21612 0.19984 -4.38256
C -2.10875 0.25785 -5.44160
C -3.12730 -0.67840 -5.54370
C -3.25669 -1.67684 -4.58537
C -2.37108 -1.73837 -3.52372
C 2.12183 -1.29920 2.06449
O 2.62854 -0.61613 1.12050
H 5.00560 1.11352 3.45588
H 3.46661 1.28147 2.56174
H 4.75293 0.20655 1.93634
H 2.90856 -2.04870 5.33972
H 0.97402 -3.57151 5.03631
H -0.26649 -3.58595 2.90164
H -0.73372 -2.89166 0.77878
H -0.41879 0.92417 -4.29363
H -2.00822 1.03358 -6.18870
H -3.82111 -0.63312 -6.37286
H -4.04779 -2.41004 -4.67043
H -2.46244 -2.50770 -2.76985
N -5.25291 -0.75180 0.11794
C -4.06167 -0.15908 0.42842
C -3.51619 -0.28295 1.71666
C -2.29714 0.28366 2.01795
C -1.59243 0.97623 1.03521
C -2.12849 1.12232 -0.23983
C -3.34825 0.55697 -0.54094
S -0.10053 1.74732 1.50770
O 0.54616 0.92964 2.50572
O -0.28458 3.13103 1.79339
N 0.77385 1.63252 0.07114
C 1.90768 2.41048 -0.11473
N 2.13144 3.64528 0.26680
C 3.33061 4.12441 -0.06154
C 4.29666 3.38966 -0.74171
C 3.97305 2.09604 -1.09686
N 2.76756 1.62077 -0.79640
H -5.84433 -1.08581 0.85707
H -5.71212 -0.50552 -0.74035
H -4.06542 -0.82062 2.47974
H -1.88509 0.18779 3.01461
H -1.59304 1.68245 -0.99492
H -3.75284 0.65766 -1.54033
H 3.52802 5.14661 0.23914
H 5.25809 3.81332 -0.98711
H 4.64736 1.44112 -1.63234
*
```



# 4
A structure of composition C25H21LiN. Source: the Open Molecules 2025 dataset; level of theory: ωB97M-V/def2-TZVPD.

Results
Orbital gap: 0.1388 Ha
Molecular weight: 342.39 g mol⁻¹
E_HOMO: -0.317 hartree

Geometry as ORCA input:
```
! RIJCOSX wB97M-V def2-TZVPD def2/J DEFGRID3
* xyz 1 1
C 4.00270 1.10493 3.21372
N 2.60320 0.72202 3.20884
C 1.55643 1.56841 3.02919
C 0.33525 0.85109 3.14464
C -0.95417 1.39122 3.08897
C -2.17936 0.62378 3.05445
C -2.34746 -0.50249 2.20855
C -3.49590 -1.29280 2.29751
C -4.49877 -0.97482 3.22366
C -4.37415 0.16830 4.02689
C -3.25014 0.98077 3.91256
C 0.72284 -0.55357 3.40402
C 0.05437 -1.70532 3.79831
C 0.79208 -2.89132 3.98988
C 2.19240 -2.90714 3.90030
C 2.88834 -1.72160 3.61988
C 2.13720 -0.58198 3.39852
H 4.62696 0.21233 3.24099
H 4.22855 1.66813 2.30366
H 4.24555 1.73210 4.07896
H 1.71656 2.63181 2.88071
H -1.02635 2.47413 3.25065
H -1.54446 -0.78354 1.52267
H -3.60943 -2.16120 1.65006
H -5.38591 -1.60854 3.31680
H -5.15724 0.43510 4.73883
H -3.11772 1.85447 4.56265
H -1.01990 -1.68793 3.97775
H 0.26164 -3.81839 4.22032
H 2.74109 -3.83407 4.04834
H 3.97358 -1.67338 3.55545
C 0.10869 4.64384 -1.20297
Li -3.26864 2.33338 -2.36927
C 0.51167 3.82625 -0.11302
C -0.62272 3.14579 0.39529
C -1.76980 3.57825 -0.34302
C -1.31263 4.48558 -1.37728
C -2.26057 4.93022 -2.30937
C -3.61977 4.62078 -2.13311
C -4.07650 3.86534 -1.03606
C -3.13527 3.25634 -0.19761
H 0.76055 5.24966 -1.83566
H 1.51721 3.74262 0.28158
H -0.64251 2.37424 1.15146
H -1.94176 5.60462 -3.10557
H -4.35694 5.03609 -2.83212
H -5.14454 3.63971 -0.92595
H -3.41465 2.62229 0.65102
*
```